Record 1
{
  "formula": "C4H9N2O2",
  "method": "ωB97M-V with the def2-TZVPD basis set",
  "total_energy_ev": -11369.466,
  "smiles": "NCC[C@H](N)C(=O)[O-]",
  "homo_energy_ev": -3.85,
  "total_charge": -1,
  "species": ["O", "C", "O", "C", "C", "C", "N", "N", "H", "H", "H", "H", "H", "H", "H", "H", "H"],
  "positions_angstrom": [[1.83526, -1.84801, -0.53955], [0.65105, -1.84636, -0.79286], [-0.08506, -2.73478, -1.33094], [-0.23268, -0.58456, -0.46247], [0.38867, -0.05755, 0.70936], [-0.12575, 1.47058, 0.80970], [0.72331, 2.28825, -0.03746], [-1.64358, -1.05232, -0.31446], [-0.18411, 0.08109, -1.38415], [1.49882, -0.19547, 0.59492], [-0.01862, -0.71624, 1.39655], [-1.18396, 1.54545, 0.49874], [-0.15917, 1.89874, 1.86035], [0.65585, 2.10221, -1.02284], [1.72946, 2.26419, 0.08119], [-2.09765, -0.67769, 0.56795], [-1.75184, -1.93753, -0.63403]],
  "forces_ev_per_angstrom": [[2.2, -0.1, 0.3], [-3.8, -0.9, -1.8], [1.2, -0.4, 0.1], [-0.7, -2.1, -3.4], [0.1, 4.1, 0.5], [1.2, -1.2, 1.5], [0.0, 1.6, -0.6], [0.5, 5.8, 2.5], [0.2, -0.5, 0.9], [-1.1, 0.6, 0.5], [-0.3, -0.9, 2.5], [0.6, -0.1, -0.3], [0.5, -0.4, -1.0], [-0.7, -0.3, -0.2], [-0.2, -0.4, 1.0], [0.7, -1.3, -1.7], [-0.4, -3.3, -0.6]]
}

***

Record 2
{
  "formula": "C4H9N2O2",
  "method": "ωB97M-V with the def2-TZVPD basis set",
  "total_energy_ev": -11363.328,
  "homo_energy_ev": [2.93, 0.74],
  "multiplicity": 2,
  "total_charge": -2,
  "species": ["C", "N", "C", "O", "O", "C", "C", "N", "H", "H", "H", "H", "H", "H", "H", "H", "H"],
  "positions_angstrom": [[0.18059, -0.44682, 0.62523], [1.35469, 0.41543, 0.62459], [1.52026, 1.34036, 1.72912], [0.50923, 1.83741, 2.26143], [2.72937, 1.49362, 2.08034], [-0.40232, -0.75707, -0.79084], [-0.62119, 0.55044, -1.57587], [-2.29713, -1.38945, -0.70720], [0.32620, -1.43531, 1.08234], [-0.57632, 0.11253, 1.17102], [2.26537, 0.00298, 0.50077], [0.48998, -1.21312, -1.32484], [0.36084, 0.82086, -1.97406], [-1.22810, 0.32154, -2.45042], [-0.97536, 1.37337, -0.96528], [-2.57257, -1.19405, 0.27703], [-1.06354, -1.83273, -0.56339]],
  "forces_ev_per_angstrom": [[-0.5, 0.1, -1.3], [-0.1, 0.7, 0.8], [0.5, -0.7, 0.4], [-0.2, 0.2, -0.2], [0.0, 0.3, -0.2], [3.8, 0.9, 0.9], [0.5, -1.2, -0.5], [-2.1, -1.4, 0.1], [0.3, 0.1, 0.4], [0.0, -0.1, 0.2], [-0.2, -0.4, -0.2], [-0.3, -0.2, 0.1], [0.1, 0.5, 0.1], [-0.5, 0.3, 0.1], [-0.4, 0.0, 0.1], [0.4, 0.0, 0.0], [-1.3, 1.0, -0.6]]
}

***

Record 3
{
  "formula": "C4H9N2O2",
  "method": "ωB97M-V with the def2-TZVPD basis set",
  "total_energy_ev": -11361.889,
  "smiles": "[NH3+]CC(=O)NCC=O",
  "homo_energy_ev": -13.55,
  "total_charge": 1,
  "species": ["N", "C", "C", "N", "C", "C", "O", "O", "H", "H", "H", "H", "H", "H", "H", "H", "H"],
  "positions_angstrom": [[1.93051, 2.01039, -0.58810], [0.61209, 1.40721, -0.34207], [0.86479, -0.09225, -0.41148], [-0.14691, -0.96283, -0.51625], [-1.58494, -0.67681, -0.48131], [-1.97533, -0.45878, 0.97638], [-1.98486, -1.36258, 1.75946], [2.02431, -0.42085, -0.21709], [1.96123, 2.97819, -0.26468], [2.66461, 1.42665, -0.15718], [2.14180, 2.04183, -1.58407], [0.23565, 1.63747, 0.65336], [-0.13304, 1.83331, -1.00094], [0.12675, -1.84680, -0.87120], [-2.12742, -1.49637, -0.94249], [-1.78630, 0.19041, -1.11809], [-2.16384, 0.56097, 1.35085]],
  "forces_ev_per_angstrom": [[0.1, 1.2, -0.1], [-0.9, -0.3, 0.3], [0.0, -0.4, 0.9], [-0.4, 0.7, -0.6], [0.5, 0.8, -0.5], [-0.1, -0.3, 0.5], [0.0, -0.1, -0.1], [0.2, -0.2, -0.6], [0.2, 0.0, 0.2], [-0.2, -0.3, 0.1], [0.0, -0.1, -0.2], [0.4, 0.2, 0.2], [0.0, -0.1, -0.5], [0.3, -1.0, 0.3], [0.0, -0.2, 0.3], [-0.2, 0.1, 0.2], [-0.1, 0.3, -0.3]]
}

***

Record 4
{
  "formula": "C4H9N2OS",
  "method": "ωB97M-V with the def2-TZVPD basis set",
  "total_energy_ev": -20147.530,
  "homo_energy_ev": -12.50,
  "total_charge": 1,
  "species": ["C", "C", "C", "C", "N", "N", "O", "S", "H", "H", "H", "H", "H", "H", "H", "H", "H"],
  "positions_angstrom": [[-1.12364, 0.88524, -0.80373], [-0.03313, -1.28029, -0.97715], [1.79122, 0.57955, -0.00489], [-1.65684, -0.93639, 0.79288], [-0.93267, -0.36824, -0.36684], [2.82228, 1.21172, 0.38343], [-1.82215, 1.65467, 0.03839], [1.60396, -1.16054, -0.12007], [-0.27572, -2.29629, -0.74624], [0.27025, -1.10314, -1.94814], [0.75019, 1.03380, -0.07829], [-2.34252, -0.27534, 1.20116], [-2.27795, -1.74114, 0.29104], [-1.14983, -1.46272, 1.61143], [-2.04898, 2.47604, -0.37670], [2.85878, 2.19345, 0.38907], [3.56675, 0.58964, 0.71466]],
  "forces_ev_per_angstrom": [[0.7, 0.5, -1.1], [0.4, 1.1, 2.2], [-3.8, -2.2, 0.0], [-0.8, -3.0, -1.6], [-1.1, 0.5, 1.6], [1.1, -2.2, 0.3], [0.0, -2.1, 0.6], [1.7, 1.4, 0.6], [-0.5, -0.6, -0.3], [-0.4, 0.4, -2.2], [1.7, 0.3, -0.7], [-1.0, 1.5, 0.6], [0.4, 0.7, 0.8], [0.8, 0.5, -0.5], [0.1, 0.7, -0.6], [0.2, 1.4, 0.4], [0.4, 1.1, -0.3]]
}

***

Record 5
{
  "formula": "C4H9N2P",
  "method": "ωB97M-V with the def2-TZVPD basis set",
  "total_energy_ev": -16558.973,
  "homo_energy_ev": -8.03,
  "species": ["C", "C", "C", "C", "N", "N", "P", "H", "H", "H", "H", "H", "H", "H", "H", "H"],
  "positions_angstrom": [[2.00876, 0.83666, -0.11908], [2.78154, -0.36650, 0.24698], [-2.71891, -0.24282, -0.26965], [-1.93997, 0.82239, 0.38542], [1.64459, -0.45491, -0.61583], [-1.28240, -0.18841, -0.40804], [-0.21653, -1.33345, 0.25462], [1.40584, 1.32220, 0.63993], [2.38957, 1.51316, -0.87500], [3.72778, -0.56624, -0.24415], [2.72490, -0.73312, 1.26504], [-3.16187, -1.01669, 0.34840], [-3.27086, -0.02518, -1.17449], [-1.93154, 1.81205, -0.05277], [-1.83444, 0.81127, 1.46399], [-0.32647, -2.19040, -0.84538]],
  "forces_ev_per_angstrom": [[0.0, 0.7, 0.2], [0.6, -0.1, 0.5], [-0.5, -0.3, -0.1], [0.0, 0.4, 0.2], [-3.4, -2.1, 0.2], [0.5, 0.2, -0.2], [2.8, 1.7, -0.9], [0.0, 0.0, 0.1], [0.0, 0.1, 0.0], [0.1, 0.0, 0.0], [-0.1, 0.0, 0.1], [0.1, 0.0, 0.1], [0.0, 0.0, 0.0], [0.0, 0.0, 0.0], [0.0, -0.2, 0.1], [0.1, -0.4, -0.2]]
}

***

Record 6
{
  "formula": "C4H9N2S",
  "method": "ωB97M-V with the def2-TZVPD basis set",
  "total_energy_ev": -18100.131,
  "smiles": "C=C[NH2+][C@H](S)N=C",
  "homo_energy_ev": -13.97,
  "total_charge": 1,
  "species": ["C", "C", "C", "C", "N", "N", "S", "H", "H", "H", "H", "H", "H", "H", "H", "H"],
  "positions_angstrom": [[-2.11001, 0.36442, -1.51096], [2.77928, 0.95864, 0.29198], [-1.68881, -0.27361, -0.41610], [0.79379, -0.40291, 0.49496], [1.58995, 0.64058, 0.00241], [-0.77713, 0.36290, 0.49915], [1.08121, -1.02686, 2.19186], [-2.76083, -0.16153, -2.19973], [-1.55843, 1.28590, -1.73306], [3.32500, 1.74587, -0.20343], [3.27739, 0.53470, 1.10854], [-2.11821, -1.25196, -0.02032], [0.82179, -1.27356, -0.19040], [-1.24805, 0.23854, 1.40979], [-0.67554, 1.29130, 0.22709], [1.48889, -2.30863, 1.79882]],
  "forces_ev_per_angstrom": [[1.5, -0.9, 0.8], [-1.2, 0.0, 0.1], [-1.9, -1.2, -0.5], [-0.1, 0.7, 1.0], [-0.2, 0.6, -1.4], [0.7, -4.1, 0.7], [0.3, -1.0, -0.6], [-0.1, 0.5, 0.0], [-0.8, -0.1, -0.4], [-0.4, 0.3, -0.5], [0.9, -1.1, 1.2], [0.8, 1.4, -0.7], [-0.7, 0.8, 0.1], [0.9, 0.5, 0.0], [0.7, 2.3, -0.3], [-0.5, 1.3, 0.3]]
}

***

What is the formula in the fourth record?
C4H9N2OS

***

What did the first record say?
{
  "formula": "C4H9N2O2",
  "method": "ωB97M-V with the def2-TZVPD basis set",
  "total_energy_ev": -11369.466,
  "smiles": "NCC[C@H](N)C(=O)[O-]",
  "homo_energy_ev": -3.85,
  "total_charge": -1,
  "species": ["O", "C", "O", "C", "C", "C", "N", "N", "H", "H", "H", "H", "H", "H", "H", "H", "H"],
  "positions_angstrom": [[1.83526, -1.84801, -0.53955], [0.65105, -1.84636, -0.79286], [-0.08506, -2.73478, -1.33094], [-0.23268, -0.58456, -0.46247], [0.38867, -0.05755, 0.70936], [-0.12575, 1.47058, 0.80970], [0.72331, 2.28825, -0.03746], [-1.64358, -1.05232, -0.31446], [-0.18411, 0.08109, -1.38415], [1.49882, -0.19547, 0.59492], [-0.01862, -0.71624, 1.39655], [-1.18396, 1.54545, 0.49874], [-0.15917, 1.89874, 1.86035], [0.65585, 2.10221, -1.02284], [1.72946, 2.26419, 0.08119], [-2.09765, -0.67769, 0.56795], [-1.75184, -1.93753, -0.63403]],
  "forces_ev_per_angstrom": [[2.2, -0.1, 0.3], [-3.8, -0.9, -1.8], [1.2, -0.4, 0.1], [-0.7, -2.1, -3.4], [0.1, 4.1, 0.5], [1.2, -1.2, 1.5], [0.0, 1.6, -0.6], [0.5, 5.8, 2.5], [0.2, -0.5, 0.9], [-1.1, 0.6, 0.5], [-0.3, -0.9, 2.5], [0.6, -0.1, -0.3], [0.5, -0.4, -1.0], [-0.7, -0.3, -0.2], [-0.2, -0.4, 1.0], [0.7, -1.3, -1.7], [-0.4, -3.3, -0.6]]
}

***

Please write out number 2 again, unchanged.
{
  "formula": "C4H9N2O2",
  "method": "ωB97M-V with the def2-TZVPD basis set",
  "total_energy_ev": -11363.328,
  "homo_energy_ev": [2.93, 0.74],
  "multiplicity": 2,
  "total_charge": -2,
  "species": ["C", "N", "C", "O", "O", "C", "C", "N", "H", "H", "H", "H", "H", "H", "H", "H", "H"],
  "positions_angstrom": [[0.18059, -0.44682, 0.62523], [1.35469, 0.41543, 0.62459], [1.52026, 1.34036, 1.72912], [0.50923, 1.83741, 2.26143], [2.72937, 1.49362, 2.08034], [-0.40232, -0.75707, -0.79084], [-0.62119, 0.55044, -1.57587], [-2.29713, -1.38945, -0.70720], [0.32620, -1.43531, 1.08234], [-0.57632, 0.11253, 1.17102], [2.26537, 0.00298, 0.50077], [0.48998, -1.21312, -1.32484], [0.36084, 0.82086, -1.97406], [-1.22810, 0.32154, -2.45042], [-0.97536, 1.37337, -0.96528], [-2.57257, -1.19405, 0.27703], [-1.06354, -1.83273, -0.56339]],
  "forces_ev_per_angstrom": [[-0.5, 0.1, -1.3], [-0.1, 0.7, 0.8], [0.5, -0.7, 0.4], [-0.2, 0.2, -0.2], [0.0, 0.3, -0.2], [3.8, 0.9, 0.9], [0.5, -1.2, -0.5], [-2.1, -1.4, 0.1], [0.3, 0.1, 0.4], [0.0, -0.1, 0.2], [-0.2, -0.4, -0.2], [-0.3, -0.2, 0.1], [0.1, 0.5, 0.1], [-0.5, 0.3, 0.1], [-0.4, 0.0, 0.1], [0.4, 0.0, 0.0], [-1.3, 1.0, -0.6]]
}